# C28H39N2O4

The ion C28H39N2O4 with charge +1 (wB97M-V/def2-TZVPD, the Open Molecules 2025 dataset).

```
! wB97M-V def2-TZVPD RIJCOSX def2/J DEFGRID3
* xyz 1 1
C 9.52266 1.04378 2.09745
H 10.40677 0.63231 2.57808
C 9.00252 0.09290 1.02651
C 7.76134 0.64590 0.32966
C 7.23630 -0.30969 -0.73979
C 6.07274 0.26264 -1.54995
C 4.79433 0.43810 -0.73220
C 3.63943 0.93079 -1.60203
C 2.37106 1.24329 -0.80783
H 1.65737 1.74846 -1.46171
C 1.70321 -0.00744 -0.23753
C 0.41535 0.32232 0.49989
H 0.58646 1.08014 1.27105
H -0.02391 -0.56474 0.96659
O -0.53557 0.85295 -0.44350
C -1.79795 0.84607 -0.09793
O -2.26844 0.45315 0.93430
C -2.66551 1.45340 -1.22539
N -4.05358 1.25839 -0.91018
C -4.87084 0.29651 -1.35192
N -6.05999 0.38514 -0.74279
C -6.00665 1.42522 0.16549
C -6.93941 1.93412 1.06078
C -6.53914 2.99796 1.84243
C -5.25641 3.54347 1.74320
C -4.32392 3.04700 0.85644
C -4.71790 1.97565 0.06580
H -3.33336 3.46514 0.79446
H -4.99044 4.37164 2.38031
H -7.23251 3.41901 2.55278
H -7.93022 1.52098 1.15395
C -7.20054 -0.46357 -0.97580
H -7.44047 -0.50347 -2.03817
H -7.01189 -1.47556 -0.61087
H -8.05477 -0.05827 -0.43990
C -4.53972 -0.70974 -2.41657
O -3.20169 -1.11068 -2.41187
C -2.73680 -1.83997 -1.32917
C -3.50856 -2.18495 -0.23933
C -2.94355 -2.89064 0.82757
C -1.60007 -3.24281 0.77991
C -0.84220 -2.89589 -0.32690
C -1.39252 -2.19694 -1.38152
H -0.81192 -1.92301 -2.24654
H 0.19884 -3.17783 -0.36188
H -1.13792 -3.78298 1.58915
O -3.79687 -3.17138 1.83743
C -3.30900 -3.87232 2.96241
H -4.16075 -3.98214 3.63083
H -2.93666 -4.86220 2.68471
H -2.52034 -3.30981 3.46930
H -4.55249 -1.93353 -0.15049
H -4.69645 -0.25645 -3.40507
H -5.21278 -1.57278 -2.32472
H -2.40546 0.98004 -2.17244
H -2.45458 2.52391 -1.28961
H 2.36996 -0.50208 0.46803
H 1.47990 -0.70428 -1.04645
H 2.61796 1.92483 0.00903
H 3.95714 1.84056 -2.11570
H 3.41435 0.18421 -2.36682
H 4.96701 1.15962 0.06767
H 4.53609 -0.51843 -0.27399
H 6.36802 1.22676 -1.96987
H 5.86338 -0.40992 -2.38561
H 8.05294 -0.54492 -1.42620
H 6.92454 -1.24517 -0.26884
H 8.00750 1.60420 -0.13380
H 6.98829 0.82681 1.07903
H 8.76105 -0.87028 1.48212
H 9.78551 -0.08007 0.28504
H 8.76523 1.21270 2.86017
H 9.78645 2.00388 1.65928
*
```

Highest occupied orbital energy, eV: -11.1
Strongest force on any atom, eV/Å: 1.0
ΔE to the lowest compared entry with this formula, charge and spin, kcal/mol: 3.8
LUMO, Ha: -0.108
Structure (SMILES): CCCCCCCCCCOC(=O)Cn1c(COc2cccc(OC)c2)[n+](C)c2ccccc21
Frontier orbital gap, eV: 8.193